Below is 13 unconnected molecules or ions with the total composition C25H75O13 at a distorted geometry, with properties calculated with ωB97M-V with the def2-TZVPD basis set.

* 2S+1: 1
* E_HOMO: -3.97 eV
* ΔE to the lowest compared entry with this formula, charge and spin: 86.53 kJ/mol
* total charge: -1
* LUMO energy: 2.2 eV
* DFT total energy: -53754.9195 eV
* orbital gap: 6.19 eV

Positions of all 113 atoms, in Å:
C 7.123 5.504 -20.852
O 7.100 4.091 -20.956
H 6.212 6.010 -21.168
H 7.349 5.801 -19.828
H 7.913 5.848 -21.519
C 4.531 9.501 -21.227
C 3.931 8.843 -19.941
O 2.546 8.664 -20.109
H 4.085 10.468 -21.461
H 4.412 8.800 -22.054
H 5.575 9.744 -21.028
H 4.087 9.452 -19.051
H 4.499 7.947 -19.691
H 2.158 8.227 -19.347
C 6.344 1.218 -24.913
C 7.180 1.973 -23.834
O 6.324 3.019 -23.349
H 5.902 2.039 -25.479
H 5.504 0.658 -24.502
H 6.910 0.527 -25.537
H 8.118 2.334 -24.257
H 7.396 1.323 -22.987
H 6.698 3.321 -22.518
C 12.084 4.347 -21.706
C 10.647 4.847 -21.867
O 9.788 3.742 -22.201
H 12.459 3.931 -22.641
H 12.070 3.510 -21.008
H 12.748 5.142 -21.368
H 10.479 5.620 -22.617
H 10.370 5.276 -20.904
H 8.882 3.998 -22.013
C 7.982 10.430 -18.618
C 7.848 8.930 -18.540
O 9.003 8.391 -17.894
H 7.176 10.884 -19.194
H 8.904 10.746 -19.105
H 7.986 10.885 -17.627
H 7.594 8.515 -19.516
H 6.989 8.677 -17.919
H 8.807 8.308 -16.958
C 3.593 5.375 -22.885
C 4.283 5.754 -24.188
O 4.530 4.569 -24.863
H 3.569 6.194 -22.166
H 4.240 4.676 -22.354
H 2.598 4.960 -23.047
H 5.270 6.072 -23.851
H 3.885 6.534 -24.837
H 5.192 4.089 -24.360
C 2.123 4.399 -19.714
C 3.354 4.590 -18.846
O 3.748 3.285 -18.408
H 1.252 3.983 -19.208
H 2.340 3.850 -20.630
H 1.805 5.380 -20.068
H 3.086 5.110 -17.926
H 4.176 5.092 -19.356
H 2.962 2.845 -18.078
C 4.989 6.720 -16.085
C 6.221 6.032 -16.638
O 5.946 4.681 -16.871
H 4.392 5.979 -15.553
H 4.354 7.175 -16.846
H 5.250 7.532 -15.407
H 7.067 6.169 -15.965
H 6.433 6.485 -17.607
H 5.621 4.246 -16.079
C 11.208 0.855 -20.454
C 9.715 0.447 -20.557
O 9.060 1.653 -20.363
H 11.799 -0.055 -20.346
H 11.461 1.376 -19.531
H 11.626 1.287 -21.364
H 9.439 -0.318 -19.831
H 9.434 0.040 -21.528
H 9.427 2.234 -21.033
C 2.870 0.611 -20.872
C 3.722 1.451 -21.828
O 4.902 1.894 -21.154
H 2.606 1.233 -20.017
H 3.472 -0.232 -20.532
H 1.987 0.238 -21.391
H 3.091 2.210 -22.290
H 3.970 0.782 -22.652
H 5.417 2.364 -21.813
C 9.841 5.435 -17.664
C 10.139 3.935 -18.015
O 9.181 3.162 -17.403
H 8.819 5.754 -17.868
H 10.494 6.031 -18.301
H 10.104 5.640 -16.626
H 11.174 3.693 -17.776
H 10.163 3.671 -19.072
H 9.208 3.295 -16.452
C 8.324 7.795 -23.954
C 7.323 8.626 -23.110
O 7.085 9.840 -23.737
H 7.908 7.589 -24.940
H 8.527 6.833 -23.483
H 9.270 8.319 -24.093
H 7.728 8.767 -22.108
H 6.431 8.058 -22.847
H 6.369 9.743 -24.369
C 11.846 9.002 -21.884
C 10.575 8.734 -21.120
O 11.061 8.574 -19.768
H 12.217 10.010 -21.697
H 11.673 9.000 -22.960
H 12.645 8.291 -21.671
H 10.050 7.853 -21.488
H 9.927 9.609 -21.161
H 10.286 8.558 -19.201

Results of the Mulliken charge analysis, in e, for atoms 1 through 6: 1.30, -1.08, -0.27, -0.40, -0.67, -0.78